Entry 1:
This record from the Open Molecules 2025 dataset describes 2 unconnected molecules or ions with the total composition CH6N4O2. The level of theory is the ωB97M-V functional and the def2-TZVPD basis.

Properties
E = -411.0074 a.u.
frontier orbital gap (alpha / beta) = 9.14 / 9.38 eV
HOMO energy (alpha / beta) = -9.52 / -9.49 eV

```
! RIJCOSX wB97M-V def2-TZVPD def2/J DEFGRID3
* xyz 0 1
C 0.2845 0.6095 -0.8505
N -0.5130 -0.7147 0.7923
N 0.7992 0.0473 2.4607
N 0.7905 -0.5304 -1.2980
N -1.0517 0.8112 -1.1558
O 0.9506 1.5044 -0.3389
O -0.1819 -0.6184 2.0495
H -1.3532 -1.2828 0.8898
H 1.4426 0.5159 1.8589
H 0.1680 -1.3207 -1.4126
H 1.7084 -0.6517 -0.9417
H -1.5271 1.6358 -0.8186
H -1.5170 -0.0053 -1.2349
*
```

Entry 2:
This record from the Open Molecules 2025 dataset describes a gas-phase ion, C5H10NO2 (charge +1). The level of theory is the ωB97M-V functional and the def2-TZVPD basis.

Properties
E = -401.5029 a.u.
SMILES string = C=C([NH3+])CCC(=O)O
frontier orbital gap = 11.93 eV
HOMO energy = -14.98 eV

```
! RIJCOSX wB97M-V def2-TZVPD def2/J DEFGRID3
* xyz 1 1
C -0.2261 -2.7524 -0.5466
C 0.2937 -1.5553 -0.5700
N 1.4007 -1.2485 0.3934
C -0.0956 -0.3090 -1.2738
C -1.0600 0.5805 -0.4711
C -0.3098 1.5224 0.4404
O 0.7043 1.1628 1.0074
O -0.9746 2.6082 0.7289
H 0.0860 -3.6298 0.0350
H -1.0331 -3.1635 -1.1029
H 2.2857 -1.1758 -0.1003
H 1.5297 -2.0259 1.0278
H 1.2186 -0.3136 0.8275
H 0.7186 0.3317 -1.5657
H -0.5702 -0.5865 -2.1943
H -1.9455 1.0662 -0.8687
H -1.4848 -0.0861 0.3074
H -0.5499 3.2446 1.3132
*
```

Entry 3:
This record from the Open Molecules 2025 dataset describes 2 unconnected molecules or ions with the total composition C5H10NO. The level of theory is the ωB97M-V functional and the def2-TZVPD basis.

Properties
E = -326.1192 a.u.
frontier orbital gap (alpha / beta) = 8.72 / 8.72 eV
HOMO energy (alpha / beta) = -12.90 / -12.90 eV

```
! RIJCOSX wB97M-V def2-TZVPD def2/J DEFGRID3
* xyz 1 1
C -2.1615 0.7630 -0.7414
C -0.1446 0.0119 0.5571
C -3.0157 -0.0191 -1.6362
C 1.7582 -1.2147 -1.0996
C 2.0990 -0.0678 -0.1668
N -1.1733 0.3536 -0.0352
O 2.7359 -0.2283 0.9209
H -2.2122 1.8262 -0.6641
H -0.2959 -0.1136 1.6261
H -2.5748 -0.9937 -1.7017
H -4.0550 -0.0229 -1.1790
H -3.1700 0.5818 -2.4706
H 2.5095 -1.1607 -1.7880
H 1.4575 -2.0786 -0.6342
H 0.8114 -1.0297 -1.6572
H 2.0548 0.9862 -0.5346
H 2.9701 0.5933 1.3110
*
```

Entry 4:
This record from the Open Molecules 2025 dataset describes C21H15N3O3S in the gas phase. The level of theory is the ωB97M-V functional and the def2-TZVPD basis.

Properties
E = -1597.3275 a.u.
SMILES string = O=C(OCC#CCNc1nnc(-c2cccc3ccccc23)o1)c1cccs1
frontier orbital gap = 7.93 eV
HOMO energy = -7.89 eV

```
! RIJCOSX wB97M-V def2-TZVPD def2/J DEFGRID3
* xyz 0 1
O 6.0468 -1.0272 3.3130
C 5.9332 -1.2614 2.0931
O 5.2040 -2.2710 1.5531
C 4.2891 -2.9479 2.4441
C 3.0218 -2.2296 2.5039
C 1.9522 -1.6396 2.5176
C 0.7287 -0.8089 2.5551
N -0.1210 -1.3004 1.4575
C -1.2314 -0.6157 1.0188
N -1.6470 0.5055 1.5316
N -2.7548 0.8724 0.8356
C -3.0068 -0.0582 -0.0407
C -4.1389 0.0200 -0.9677
C -4.6415 -1.2504 -1.3252
C -5.6387 -1.4014 -2.2645
C -6.2010 -0.2642 -2.8796
C -5.7340 1.0057 -2.5370
C -6.2991 2.1241 -3.1712
C -5.8470 3.4120 -2.9020
C -4.7908 3.5686 -2.0012
C -4.2785 2.4738 -1.3049
C -4.7036 1.1559 -1.5823
O -2.0068 -1.0265 -0.0513
C 6.8290 -0.4790 1.1812
C 7.6699 0.5209 1.5924
C 8.4691 1.0409 0.4868
C 8.2210 0.3930 -0.6947
S 6.9332 -0.7948 -0.5560
H 4.1679 -3.9918 2.0784
H 4.7673 -3.0169 3.4336
H 0.9802 0.2528 2.4223
H 0.2443 -0.9108 3.5310
H 0.3622 -1.8966 0.7648
H -4.2325 -2.1345 -0.8551
H -5.9942 -2.3992 -2.4727
H -6.9419 -0.3992 -3.6744
H -7.0849 2.0131 -3.8899
H -6.3124 4.2629 -3.4007
H -4.4622 4.5887 -1.7615
H -3.4941 2.6826 -0.6401
H 7.7996 0.7916 2.6111
H 9.1969 1.8153 0.6549
H 8.7468 0.6257 -1.6070
*
```

Summary of energy above the lowest of the compared OMol25 structures with the same formula, charge and spin in kJ/mol
475.7; 57.9; 426.9; 0.0
(order as listed above)